1.
DFT (wB97M-V/def2-TZVPD) results for C22H28N4O4S in the gas phase.

```
59
Properties=species:S:1:pos:R:3:forces:R:3
O 0.56823 2.70610 -1.41244 0.1 0.3 0.0
C 0.01016 1.63097 -1.36862 -0.3 -0.2 0.1
C -1.44873 1.49406 -0.91162 0.1 0.0 0.0
N -1.70679 0.17273 -0.36309 -0.1 0.1 -0.2
C -3.09325 -0.25712 -0.42128 -0.2 0.0 0.2
C -3.97340 0.43618 0.62146 -0.4 0.0 -0.5
N -3.41858 0.17073 1.93595 -0.6 0.0 0.8
S -4.40516 0.69544 3.20124 0.2 -0.2 -0.1
O -4.15433 2.07738 3.50429 0.2 -0.1 0.1
O -5.74444 0.30089 2.88039 0.0 -0.2 -0.1
C -3.78426 -0.32971 4.52823 -0.1 0.4 -0.4
C -3.16474 0.24303 5.62102 0.0 0.2 0.0
C -2.68489 -0.57700 6.63030 0.0 0.0 0.0
C -2.83074 -1.95156 6.52971 0.0 0.0 0.0
C -3.45653 -2.51405 5.42698 -0.1 0.0 -0.1
C -3.93821 -1.69785 4.41731 -0.1 -0.2 0.0
C -2.06264 0.66403 2.05893 0.6 0.2 0.0
C -1.18934 0.00158 0.98548 -0.1 0.0 0.3
N 0.53747 0.43938 -1.72889 -0.2 -0.4 0.0
C 1.82180 0.13798 -2.19314 0.4 0.2 -0.1
C 2.15313 -1.19948 -2.39677 0.0 0.2 0.0
C 3.39961 -1.55560 -2.86104 0.0 0.0 -0.1
C 4.37040 -0.58978 -3.15700 -0.3 0.2 0.2
N 5.63626 -0.99215 -3.56702 0.4 -0.1 0.1
C 6.71135 -0.03121 -3.70938 0.0 0.2 -0.3
C 6.73367 0.57155 -5.11999 0.1 0.1 0.3
O 6.85656 -0.44725 -6.09040 0.1 0.0 0.0
C 5.80901 -1.38397 -5.97752 -0.2 -0.3 0.2
C 5.77217 -2.02170 -4.58034 0.0 0.1 -0.5
C 4.02591 0.74765 -2.93789 0.2 -0.3 -0.1
C 2.78003 1.10711 -2.46263 -0.3 0.1 0.1
H -1.66155 2.32352 -0.22552 0.1 0.0 -0.1
H -2.07103 1.63352 -1.80063 0.0 0.0 0.1
H -3.48313 -0.07323 -1.42388 0.0 0.0 0.0
H -3.10625 -1.33447 -0.23024 -0.1 0.0 0.0
H -4.98815 0.03881 0.61465 0.0 0.1 -0.2
H -4.01751 1.51769 0.42571 0.0 0.0 0.0
H -3.07428 1.31719 5.66295 0.1 0.1 0.1
H -2.20019 -0.14469 7.49241 0.0 0.0 0.1
H -2.45736 -2.58928 7.31712 0.0 -0.1 0.1
H -3.56988 -3.58532 5.35755 0.0 -0.1 0.0
H -4.43790 -2.09566 3.54893 0.0 -0.2 -0.1
H -1.70009 0.40069 3.05452 0.2 0.1 -0.1
H -2.03956 1.75891 1.96498 0.0 -0.1 0.0
H -0.17754 0.40846 1.03110 0.0 -0.1 0.1
H -1.14897 -1.07344 1.18637 0.1 0.0 0.1
H -0.08188 -0.35043 -1.57841 0.0 0.2 0.1
H 1.42502 -1.96855 -2.17823 -0.1 -0.1 0.0
H 3.62822 -2.60398 -2.97487 0.0 -0.1 0.0
H 6.63166 0.74359 -2.94884 0.0 0.0 0.0
H 7.65031 -0.57438 -3.55087 0.0 0.1 0.0
H 7.59701 1.22494 -5.25541 -0.1 0.0 0.0
H 5.81025 1.14368 -5.29816 0.1 0.0 0.0
H 5.99250 -2.13755 -6.74519 -0.1 0.0 0.0
H 4.84234 -0.89172 -6.17274 0.1 -0.1 0.0
H 4.94870 -2.73023 -4.52964 0.1 0.0 0.0
H 6.71257 -2.55421 -4.40191 -0.1 0.0 0.0
H 4.72840 1.53857 -3.14665 0.1 0.0 0.0
H 2.54216 2.14588 -2.30622 0.0 0.0 0.0
```
Forces are in eV/Å.

Values from the calculation:
orbital gap = 7.82 eV
HOMO energy = -7.3242 eV
SMILES = O=C(CN1CCN(S(=O)(=O)c2ccccc2)CC1)Nc1ccc(N2CCOCC2)cc1

Atom charges from the Mulliken analysis, given in e for atoms 1 to 6:
1 O -0.681
2 C 0.365
3 C -0.577
4 N 0.088
5 C -1.150
6 C -0.539

---

2.
DFT (wB97M-V/def2-TZVPD) results for C15H23NO4 in the gas phase.

```
43
Properties=species:S:1:pos:R:3:forces:R:3
C 7.47807 1.67355 0.37455 -1.0 -3.0 -2.8
O 6.43615 1.72999 -0.54467 -4.9 -3.0 0.9
C 5.34021 0.72523 -0.22171 -0.6 -0.1 -1.4
C 5.34072 -0.30282 0.72642 2.6 2.7 3.6
C 4.19238 -1.05882 1.15950 -0.2 1.7 -3.5
C 3.03867 -1.08944 0.44748 5.6 7.5 -7.3
O 2.04489 -1.76910 0.50389 -1.5 -5.6 4.7
C 0.97006 -2.06261 -0.23727 -3.5 4.8 6.0
C 0.03995 -0.62786 0.30553 2.7 1.7 -12.3
O -1.08898 -0.58184 -0.72175 -0.1 -0.7 3.6
C -2.15152 -1.58501 -0.33718 4.2 -1.1 -9.3
C -3.28602 -1.27777 -1.20929 -2.4 5.4 -1.2
N -4.20027 -0.15534 -0.59181 2.5 2.6 -5.1
C -3.41550 1.29058 -0.52864 -9.3 -4.1 10.2
C -4.63071 2.25653 -0.00475 3.4 2.0 -8.0
O -5.36783 1.82633 0.93864 -1.9 2.1 7.6
C -6.03112 0.66189 1.00503 7.2 -0.4 -16.3
C -4.86731 -0.38590 0.59022 -10.5 -2.4 -5.3
C 3.07651 -0.05853 -0.91633 1.3 -1.3 4.0
C 4.11246 0.79115 -1.11862 2.6 -4.0 5.8
H 7.34076 1.93993 1.31863 -2.0 0.5 4.7
H 7.93124 2.50962 0.09364 3.8 2.8 -1.8
H 7.85514 0.67014 0.31369 1.4 -0.1 0.0
H 6.24257 -0.24372 1.70535 -2.6 -0.3 -3.5
H 4.14991 -1.53255 2.03253 0.6 -2.1 3.5
H 0.48172 -2.81789 0.39468 -0.1 -0.5 -1.9
H 1.11176 -1.81211 -1.18964 0.1 -0.5 -4.3
H 0.61403 0.42783 0.24254 -1.1 -2.8 0.1
H -0.28622 -0.84871 1.13629 -3.3 -1.9 8.6
H -2.35695 -1.82288 0.57536 -0.9 -0.5 6.0
H -1.76005 -2.58130 -0.85610 -0.4 1.4 1.4
H -3.97652 -2.02183 -1.56307 0.1 -0.9 0.4
H -2.94330 -0.69520 -2.20514 -0.3 -1.7 2.2
H -2.97087 1.43462 -1.30974 4.4 2.0 -8.9
H -2.77379 1.26038 0.30438 1.4 -0.3 1.0
H -4.12149 3.34338 0.06877 -1.6 -2.3 0.7
H -5.36965 2.26875 -0.86341 1.1 0.7 -0.4
H -6.35000 0.35902 1.77084 -5.1 -3.2 11.4
H -6.62749 0.42312 0.02072 -0.1 1.1 1.9
H -5.41494 -1.41112 0.53792 1.0 1.3 0.1
H -4.18820 -0.42090 1.16050 8.6 -0.7 9.9
H 2.19443 0.16414 -1.44425 -1.1 -0.4 -0.8
H 4.18705 1.40706 -1.86375 0.0 3.7 -4.2
```
Forces are in eV/Å.

Values from the calculation:
orbital gap = 8.19 eV
HOMO energy = -7.5358 eV
SMILES = COc1ccc(OCCOCCN2CCOCC2)cc1

Atom charges from the Mulliken analysis, given in e for atoms 1 to 6:
1 C -1.043
2 O -0.393
3 C 0.484
4 C -0.135
5 C -1.074
6 C 0.738

---

3.
DFT (wB97M-V/def2-TZVPD) results for a molecular structure, C6H18O7PRb.

```
33
Properties=species:S:1:pos:R:3:forces:R:3
Rb -0.36940 0.76063 -0.62541 0.0 0.2 0.0
P 1.98161 1.00635 1.60468 -1.7 0.5 -0.9
O 1.29070 2.33707 1.05779 0.7 -2.4 0.4
O 3.27999 0.61433 0.82086 -0.5 0.7 1.2
O 0.99031 -0.22948 1.37970 0.9 2.2 1.1
O 2.35544 1.28409 3.08795 0.3 -0.7 -1.1
C -3.52050 -2.87450 -0.14600 0.4 -0.1 0.3
C -2.24628 -2.29801 0.48743 -0.6 -0.4 -1.4
O -2.62877 -1.27114 1.34909 -0.4 0.8 0.6
H -4.01298 -3.46949 0.62313 -0.6 0.1 -0.3
H -3.33680 -3.45935 -1.04728 0.4 -0.5 0.3
H -4.11997 -2.06344 -0.55942 -0.3 0.2 0.6
H -1.70562 -1.91318 -0.37728 0.8 0.1 0.3
H -1.65104 -3.04265 1.01591 0.0 -0.1 -0.3
H -1.97558 -1.14959 2.04203 0.3 0.1 -0.1
C 1.61872 -4.35044 -0.50982 0.8 -0.8 -0.7
C 1.27756 -3.31717 0.52151 -0.2 0.2 -0.7
O 1.00854 -2.12052 -0.14250 -0.1 -1.3 -1.9
H 0.90852 -4.40174 -1.33510 -0.5 -0.1 0.3
H 1.79921 -5.33572 -0.08001 -0.4 -0.2 0.1
H 2.55272 -4.15097 -1.03514 0.2 0.5 0.2
H 2.11211 -3.20572 1.21376 -0.1 0.0 0.3
H 0.35839 -3.60274 1.03305 0.1 -0.4 0.6
H 1.16803 -1.39550 0.46621 0.2 1.6 1.3
C 0.11848 5.94730 -1.96244 -0.2 -1.2 -0.1
C 0.38899 5.23668 -0.61394 -0.2 0.2 -1.3
O 0.83045 3.93228 -0.94201 -0.5 1.3 -1.3
H -0.37730 6.91710 -1.92010 0.3 0.1 0.2
H -0.55476 5.27116 -2.48939 -0.3 0.0 -0.1
H 0.99546 5.93842 -2.60968 0.2 0.4 0.3
H -0.56859 5.21265 -0.09379 0.0 0.0 0.4
H 1.10840 5.82421 -0.04354 0.2 -0.2 0.3
H 0.92396 3.36908 -0.17022 0.7 -0.7 1.5
```
Forces are in eV/Å.

Values from the calculation:
spin multiplicity = 2
net charge = -1
orbital gap (spin up / spin down) = 7.00 / 6.66 eV
<S²> = 0.765
HOMO energy (spin up / spin down) = -5.1429 / -4.8026 eV

Atom charges from the Mulliken analysis, given in e for atoms 1 to 6:
1 Rb 0.934
2 P 0.522
3 O -0.755
4 O -0.532
5 O -0.726
6 O -0.544

---

4.
DFT (wB97M-V/def2-TZVPD) results for a molecular structure, C37H103N11O10.

```
161
Properties=species:S:1:pos:R:3:forces:R:3
C -2.49557 2.03965 -0.79999 -1.3 2.6 0.8
O -2.65285 1.05210 -1.49815 0.4 1.1 0.0
N -3.46377 2.90490 -0.37793 -1.2 3.6 -2.2
N -1.45950 2.30962 -0.14109 -1.4 3.5 -2.1
H -3.19291 3.78688 0.03298 0.2 -0.1 -0.4
H -4.35992 2.95405 -0.84118 0.3 0.2 -0.3
H -0.63859 1.72833 -0.04993 -1.1 -0.2 -1.0
H -1.47606 3.15955 0.40429 0.2 -0.6 0.1
C -2.65648 3.17594 5.39411 0.3 -0.4 0.6
C -2.48412 3.28980 3.88623 1.3 1.1 2.1
C -0.95395 3.27989 3.50503 -1.5 -0.1 -0.8
O -0.87624 3.47403 2.10745 0.8 1.5 0.6
C 0.49862 3.72742 1.72200 -3.0 -0.6 2.9
N -3.29332 2.21632 3.31063 -3.0 8.3 -3.3
H -3.71393 3.37111 5.57242 0.0 0.0 0.5
H -2.03596 3.86812 5.96327 -0.1 0.3 -0.2
H -2.39353 2.18160 5.75499 -0.2 -0.1 0.0
H -2.88645 4.29604 3.76911 0.3 0.2 -1.1
H -0.39903 2.35795 3.67875 -0.3 -0.5 0.7
H -0.39800 4.08034 3.99319 -0.3 0.2 0.4
H 0.98880 4.60380 2.14600 -0.9 -0.7 0.7
H 0.41304 3.76281 0.63594 -3.5 0.8 4.4
H 1.01684 2.82179 2.03726 0.6 0.4 -0.1
H -4.25683 2.39820 3.55284 -0.4 0.0 0.3
H -3.25466 2.41792 2.32171 -0.7 -0.2 -0.1
C 0.82735 5.37440 -1.11320 0.5 -1.1 -0.7
C 1.83299 4.84634 -0.07283 3.0 3.2 -3.0
C 3.30949 4.78192 -0.64918 -0.4 -1.7 -0.3
O 3.37638 3.98737 -1.88789 -0.8 0.7 0.5
C 4.67996 3.55306 -2.21895 0.7 0.7 0.4
N 1.76439 5.70832 1.00988 1.2 3.2 1.4
H 1.14786 6.33277 -1.52173 0.0 -0.1 0.0
H -0.14466 5.50127 -0.63652 -0.2 0.0 0.0
H 0.72361 4.63727 -1.90943 -0.2 0.2 -0.4
H 1.45735 3.87031 0.23436 8.9 7.1 3.3
H 3.98898 4.26657 0.02963 -0.2 -0.1 0.6
H 3.75545 5.77334 -0.72863 -0.2 0.3 -0.6
H 4.82866 3.21901 -3.24578 -0.9 0.1 -0.1
H 5.04586 2.73610 -1.59702 -0.3 0.1 0.3
H 5.36272 4.39384 -2.09639 0.3 0.1 0.1
H 0.77025 5.84895 1.11946 0.0 0.7 0.5
H 2.08963 6.61252 0.69885 0.3 0.6 0.1
C -0.06890 -3.71510 -3.09371 3.7 -0.9 -0.3
C 0.87305 -3.74581 -1.86045 1.0 0.7 1.9
C 1.81032 -2.43092 -1.67428 -1.2 -0.9 -3.4
O 2.66353 -2.32476 -2.78924 1.4 -0.2 -0.6
C 3.19166 -1.00556 -2.89114 -0.1 0.6 -1.1
N -0.10329 -3.78178 -0.75122 11.4 -7.8 -2.5
H 0.44935 -3.93388 -4.02735 0.2 0.1 0.0
H -0.54631 -2.74532 -3.23411 2.2 -0.5 -0.1
H -0.82521 -4.48885 -2.96181 0.3 -0.1 0.1
H 1.49768 -4.63187 -1.74719 0.0 -0.2 -0.6
H 2.36200 -2.28990 -0.74482 0.7 -0.8 -2.7
H 1.09774 -1.60958 -1.74998 0.9 -1.2 -1.1
H 3.78663 -0.77455 -3.77474 0.0 -1.1 -0.6
H 3.83635 -0.69617 -2.06850 -0.8 -0.3 -0.6
H 2.34185 -0.34267 -3.05394 -0.2 0.5 0.5
H -0.52407 -2.86791 -0.84005 5.8 0.3 0.7
H 0.29509 -3.73734 0.17582 -0.9 -1.6 -1.9
C 6.76293 -0.77270 -1.65112 -0.2 0.6 0.1
C 6.22089 0.34452 -0.74794 -0.1 0.7 -0.2
C 5.12498 -0.18161 0.19234 -0.7 -0.7 0.8
O 3.82642 -0.65459 -0.37672 1.8 0.8 1.7
C 2.86436 -0.96610 0.64694 7.7 0.7 0.5
N 7.28905 0.90776 0.11962 -0.5 -1.1 1.2
H 6.02471 -1.34278 -2.21516 -0.4 0.2 0.3
H 7.26952 -1.46188 -0.97549 0.4 0.0 -0.3
H 7.39360 -0.32832 -2.42111 0.5 -0.2 0.2
H 5.83723 1.22763 -1.25883 -0.4 -0.7 -0.8
H 4.94271 0.54487 0.98425 -0.5 0.6 -0.2
H 5.56489 -0.98765 0.77959 0.0 -0.6 -0.2
H 2.14134 -1.74995 0.42127 14.2 10.5 -0.2
H 2.27768 -0.08036 0.89056 13.2 -6.6 -2.2
H 3.42371 -1.26884 1.53214 0.6 0.0 -0.2
H 8.13012 1.38241 -0.17605 -0.5 -0.2 -0.8
H 6.89956 1.37146 0.92793 0.1 0.1 -0.1
C -0.53600 -3.47276 2.11203 1.0 -4.4 0.4
C 0.99721 -3.30062 2.28194 0.2 -2.1 -1.8
C 1.77734 -3.81609 0.98505 2.0 -3.8 0.7
O 3.17719 -3.83311 1.11542 2.3 -0.3 1.0
C 3.92979 -4.19574 -0.09151 -1.1 1.9 0.4
N 1.28817 -1.87214 2.30466 0.4 -0.6 4.7
H -0.90539 -4.49352 2.01359 0.8 -0.7 0.2
H -0.90733 -3.10186 1.15670 -0.4 -0.4 0.9
H -1.11855 -3.00933 2.90826 2.1 -3.2 -0.3
H 1.31610 -3.90460 3.13142 0.2 0.3 0.2
H 1.55256 -3.19760 0.11611 1.3 -3.9 0.9
H 1.54673 -4.83271 0.66661 -0.7 -0.5 0.7
H 3.85925 -5.23595 -0.40945 0.1 -0.1 0.5
H 4.93389 -3.78794 0.02500 0.2 -0.7 0.5
H 3.55724 -3.54660 -0.88393 0.0 -0.6 -0.3
H 0.93772 -1.56302 3.20006 0.5 0.6 0.4
H 2.29434 -1.82098 2.23318 -0.3 0.2 1.4
C -1.21164 -0.85274 -0.52596 2.9 5.8 -1.5
C 0.31383 -0.71427 -0.29054 -1.7 0.0 2.4
C 0.66975 0.33130 0.75895 -2.9 1.4 1.5
O 0.35366 1.71371 0.51646 7.2 -3.8 1.0
C 1.28814 2.47519 -0.24866 -0.5 -5.2 -1.9
N 0.68344 -2.08505 0.16745 -4.3 9.0 -1.5
H -1.79682 -1.17672 0.33468 0.2 0.4 -0.3
H -1.31112 -1.61326 -1.30045 0.5 4.7 -0.5
H -1.56010 0.10380 -0.91546 0.6 -0.7 1.0
H 0.81839 -0.46238 -1.22331 -0.4 0.8 0.5
H 1.72597 0.19854 0.99320 -13.0 7.5 2.3
H 0.14614 0.13569 1.69472 0.2 -0.1 -0.5
H 1.36924 2.20172 -1.30068 0.0 -0.4 0.0
H 2.25886 2.37998 0.23790 0.2 0.1 -0.1
H 0.96666 3.51224 -0.15236 -4.3 -7.3 -7.4
H 0.22551 -2.32734 1.03446 -0.2 1.7 -1.8
H 1.65659 -2.10241 0.43721 -13.7 -6.7 0.8
C -0.37596 1.69279 -3.20339 1.1 -1.4 0.6
C -1.34584 0.73911 -3.81514 -1.6 0.5 0.4
C -1.46174 -0.69011 -3.19986 -1.5 1.8 -0.7
O -2.36364 -1.42463 -4.02070 2.2 4.3 -2.3
C -2.56382 -2.66825 -3.61370 -2.4 -3.0 0.7
N -2.62935 1.46081 -3.70970 -0.3 -0.6 -3.5
H -0.59046 1.81927 -2.14221 0.2 0.2 -0.4
H -0.37122 2.65946 -3.70699 0.2 -0.2 -0.1
H 0.53860 1.10666 -3.29371 1.0 0.8 0.1
H -1.04389 0.57126 -4.84895 -0.3 0.1 -0.3
H -1.97954 -0.63485 -2.24229 0.4 0.1 -1.6
H -0.46333 -1.11353 -3.09036 0.1 -0.1 -0.2
H -3.11977 -3.12390 -4.43310 -0.1 -0.6 0.2
H -3.13966 -2.65407 -2.68833 -0.5 -0.3 -0.9
H -1.64922 -3.20536 -3.36248 -3.2 0.2 -1.7
H -2.82818 1.68143 -2.74435 0.3 0.1 -1.8
H -3.28221 0.70895 -3.87881 -0.9 0.2 -0.5
C -1.89752 -1.67700 2.92061 -1.1 4.6 -0.4
C -1.85441 -0.12711 2.87012 -2.2 0.3 1.8
C -2.43551 0.54461 1.60664 0.2 -0.8 0.1
O -3.86970 0.28984 1.42553 1.2 -1.5 1.5
C -4.38665 0.76115 0.19879 -1.0 1.3 0.5
N -2.52274 0.39148 4.05325 1.7 -5.2 2.8
H -2.88711 -2.12059 3.03033 -0.2 0.2 -0.3
H -1.33776 -1.98339 3.80429 -0.1 0.7 0.4
H -1.36671 -2.05147 2.04532 -2.1 2.6 0.7
H -0.81194 0.14746 3.03122 0.1 0.1 -0.4
H -1.76631 0.15706 0.83848 -1.5 1.2 0.5
H -2.27610 1.62202 1.64998 0.5 -1.1 -0.2
H -3.63074 0.64283 -0.57755 -2.6 -1.6 1.2
H -4.42518 1.84682 0.28792 -1.6 -2.1 1.1
H -5.34689 0.41450 -0.18315 0.3 0.6 1.0
H -3.49973 0.21965 3.86332 -0.3 -0.7 0.3
H -2.61612 1.39635 4.01299 1.6 -2.2 0.6
C -5.72708 -1.75018 -0.54845 0.6 -0.4 -0.1
C -5.18750 -2.96436 0.18376 0.6 -0.3 -1.6
C -3.68275 -3.05082 0.32313 0.2 1.5 -1.2
O -3.08870 -2.91828 -1.00516 -2.9 0.7 1.9
C -1.67245 -3.02595 -0.92701 -11.4 -4.8 2.0
N -5.86045 -3.07411 1.43993 -1.2 -0.9 0.9
H -6.81392 -1.67957 -0.59198 -0.2 -0.4 0.2
H -5.37065 -1.78714 -1.57787 0.1 0.3 0.0
H -5.36315 -0.85471 -0.04468 -0.4 -1.8 -0.3
H -5.37280 -3.85545 -0.41601 -0.3 -0.2 -0.4
H -3.51177 -3.99521 0.83984 0.7 -0.4 -0.2
H -3.28117 -2.23338 0.92198 -0.3 -0.1 0.3
H -1.32377 -3.90766 -0.38931 -5.6 -1.7 0.1
H -1.36575 -2.17364 -0.32070 -1.1 -5.0 1.3
H -1.22313 -3.02059 -1.92008 -2.8 0.2 0.4
H -6.73333 -3.45141 1.09959 -1.3 0.9 0.2
H -5.64182 -3.95331 1.88637 1.2 -0.2 0.6
```
Forces are in eV/Å.

Values from the calculation:
orbital gap = 5.89 eV
HOMO energy = -5.7603 eV

Atom charges from the Mulliken analysis, given in e for atoms 1 to 6:
1 C -0.606
2 O -0.823
3 N -0.079
4 N 0.978
5 H 0.131
6 H 0.405

---

In the order shown, the computed energy relative to the best compared isomer or geometry (same formula, charge and spin) values come out to 2.888, 19.291, 0.253, 67.013 eV.